w | 19
Properties=species:S:1:pos:R:3 method="wB97M-V/def2-TZVPD" molar_mass_g_mol=113.16 lumo_energy_ev=0.04 charge=0
C 0.9791 0.2746 -1.0163
C -0.8628 0.5739 -0.4776
H 1.2144 0.7081 1.5988
H -2.6490 0.5066 -1.1745
H 0.2669 -0.7037 2.1962
C 0.9726 -0.3416 1.4479
H -1.8822 2.4306 -0.1339
O 1.8390 1.1429 -0.7473
N -1.7731 -0.0126 -1.1281
C 0.4322 -0.5887 0.0717
H -0.9669 1.8247 1.2596
H -0.2936 -2.5628 0.4992
C -0.9690 1.9210 0.1734
H -0.1135 2.5423 -0.0884
C 0.2070 -2.0229 -0.3019
H 1.1643 -2.4960 -0.5313
H -0.3918 -2.0865 -1.2111
H 1.9064 -0.8955 1.5704
H 0.9202 -0.2144 -2.0070


x | 19
Properties=species:S:1:pos:R:3 method="wB97M-V/def2-TZVPD" molar_mass_g_mol=113.16 lumo_energy_ev=-0.34 charge=0
C -0.7487 2.6936 -1.0594
H -0.1901 1.4557 -1.7020
H -0.3376 1.4039 1.2554
H -0.5884 0.2114 0.0004
C 0.1608 0.8616 0.4586
H -0.5918 -1.9095 1.7454
H -0.7870 -3.6761 1.5713
H 0.7682 -1.3408 -1.3806
H 1.5405 -2.4064 0.0595
H 1.9309 -0.4701 1.1129
N 0.3290 -2.8010 0.0454
H 0.7973 -2.9495 2.0651
C 0.8434 -1.4813 -0.2983
C -0.0936 -2.8455 1.4485
O -1.8580 2.6056 -0.6062
C 1.0078 -0.3722 0.5433
C 0.4119 1.8161 -0.7530
H -0.4315 3.5679 -1.6805
H 1.4715 2.0239 -0.8233


y | 19
Properties=species:S:1:pos:R:3 method="wB97M-V/def2-TZVPD" molar_mass_g_mol=113.16 lumo_energy_ev=0.95 charge=0
O 1.4017 -0.2829 -0.6357
H -1.3488 -2.1447 0.2013
C -0.8695 0.5195 -1.2427
C 0.3543 -1.1124 -0.3122
C -0.6679 -1.5373 0.7155
H 1.3858 -0.3536 1.4857
C -0.2251 0.8848 1.2947
H 1.7412 1.1439 1.8103
H -0.9897 0.9039 1.9609
H 0.6345 -0.0527 -2.5805
H -0.6475 -1.7932 1.7628
C 0.6626 0.4189 -1.6728
H -1.2367 1.5020 -1.1148
H 1.0548 1.3998 -1.8334
C -0.6783 -0.1398 0.2308
H -1.5014 -0.0974 -1.8128
N 1.0049 0.4538 2.0060
H -0.0491 -1.6179 -1.2259
H -0.0259 1.9054 0.9627


Stability summary - winner: w; margin: 0.1141 hartree.


w | 19
Properties=species:S:1:pos:R:3 method="wB97M-V/def2-TZVPD" molar_mass_g_mol=113.16 lumo_energy_ev=-1.98 charge=0
H 1.1618 -1.5940 -0.9207
C 1.4347 0.2609 0.0704
H 2.8364 0.4190 1.7390
H 0.8382 1.1299 0.3063
C 0.9290 -0.5295 -0.8954
C -1.4763 -0.0743 -0.4183
O -1.2409 2.2394 0.1581
C -0.4297 -0.0658 -1.4816
H -2.8797 -1.5986 -0.3264
N -1.9741 -1.3257 0.0323
H -2.6595 1.1485 0.9218
H 2.9355 -1.0650 0.7717
H -1.9502 -1.2305 1.0412
H -0.9412 0.2627 1.9497
H -0.7450 -0.6365 -2.3518
H -0.3793 0.9901 -1.7631
H 3.5277 0.5461 0.1590
C 2.7705 0.0135 0.7006
C -1.7578 1.1098 0.3072


x | 19
Properties=species:S:1:pos:R:3 method="wB97M-V/def2-TZVPD" molar_mass_g_mol=113.16 lumo_energy_ev=1.09 charge=0
C -0.3218 0.8372 -0.3479
H -0.3194 0.6657 -1.4526
C 2.4168 -0.7903 -0.3645
C -0.0462 -0.3567 0.4976
H 1.8135 0.1102 1.5854
H 2.0385 -0.6547 -1.3869
H -2.4801 1.3633 -0.6892
C 1.4544 -0.0707 0.5866
O -0.9635 -1.4492 0.1049
C -2.1079 -0.6636 -0.0974
H -2.5636 -0.9186 -1.0714
N 0.9159 1.3132 0.1869
H 1.4612 1.9650 -0.3343
H -0.4266 -0.2449 1.4929
C -1.8379 0.7946 0.0145
H 3.4723 -0.3964 -0.2721
H -2.1364 1.2257 0.9803
H 2.4055 -1.8553 -0.2402
H -2.7747 -0.8747 0.8073


y | 19
Properties=species:S:1:pos:R:3 method="wB97M-V/def2-TZVPD" molar_mass_g_mol=113.16 lumo_energy_ev="0.18 / 0.17" charge=0
H 0.0509 -1.5152 -1.3697
H -1.7321 -1.7361 0.6103
H -0.3068 -0.3241 -2.7355
N -0.8861 0.6524 0.6786
H 1.8508 -0.5040 -0.0923
C 0.0193 -0.4947 -1.7213
H -0.7648 2.2930 -1.6937
H -0.9848 1.6520 0.8245
C 0.2020 0.5573 -0.8900
C -0.0401 -1.3281 1.7810
H 0.9019 2.0440 -2.2687
H 0.7793 -1.7234 2.3723
C 0.2373 1.9691 -1.4086
C -0.9138 -2.1438 1.1878
C -0.0417 0.1166 1.5651
H 0.4329 0.7174 2.3412
O 1.4392 0.3381 0.1588
H 0.6105 2.6470 -0.6417
H -0.8540 -3.2174 1.3018


Stability summary - winner: x; margin: 0.0323 hartree.


w | 19
Properties=species:S:1:pos:R:3 method="wB97M-V/def2-TZVPD" molar_mass_g_mol=113.16 lumo_energy_ev=-2.84 charge=0
H -2.1632 -0.3760 1.7711
C -2.9188 -0.1509 -0.1865
H 3.8673 0.9766 1.0193
C 1.3590 -0.2314 -0.9570
H -0.6722 -1.5753 0.0302
C 2.6036 -0.0738 -0.2833
H 3.4107 -0.7268 -0.6114
N -1.8349 0.0082 0.8881
O -2.5077 -0.7949 -1.2451
H 0.3754 1.3279 -0.0723
H 0.0597 -0.6789 1.3391
C -0.6219 -0.5795 0.4794
H 2.1274 1.5498 1.0180
C 0.1411 0.3899 -0.5744
C 2.8672 0.8446 0.6579
H 1.5110 -0.7586 -1.8882
H -3.2801 0.8867 -0.3701
H -0.5658 0.6073 -1.3735
H -3.7578 -0.6451 0.3590


x | 19
Properties=species:S:1:pos:R:3 method="wB97M-V/def2-TZVPD" molar_mass_g_mol=113.16 lumo_energy_ev=0.91 charge=0
H 1.9713 1.3698 -1.1837
H 2.9413 1.5573 0.3579
C -1.0641 -1.0826 0.9000
H -1.3226 -0.8532 -1.3586
H -1.5901 -0.4068 1.6739
H -2.2597 1.6407 -0.1599
C 0.0257 -0.2276 0.0712
H -3.3541 0.2089 -0.1715
H 0.8369 -1.4420 -1.7229
C 2.1413 0.9824 -0.2254
C 0.7973 1.0048 0.5606
H 1.2937 -2.1338 0.0814
N -2.4045 0.7731 -0.7289
C -1.3971 -0.3074 -0.4424
H -1.1743 -2.1741 0.9692
H 0.3050 2.0055 0.5176
H 0.8446 0.9018 1.6939
O 2.2878 -0.5912 -0.2657
C 1.1215 -1.2257 -0.5668


y | 19
Properties=species:S:1:pos:R:3 method="wB97M-V/def2-TZVPD" molar_mass_g_mol=113.16 lumo_energy_ev=0.79 charge=0
H 1.8262 -0.4883 -1.5778
H 1.6022 1.2808 -1.3379
H 0.1072 -1.5531 1.2381
H -3.0240 0.2203 -1.3622
N -0.1284 -0.1136 -0.2972
H 0.5264 -2.0747 -0.3996
C -0.1724 -1.4762 0.1878
H 2.5212 1.1029 0.9815
H -4.3105 0.2350 -0.0494
H -2.4814 0.4419 1.6779
C -2.3131 0.4162 0.6052
O -0.1991 2.1719 0.2535
H 2.6978 -0.6514 0.8142
C 1.7207 0.3154 -0.8539
H -1.1721 -1.8782 0.0511
C -3.2557 0.3176 -0.3068
C 2.7134 0.2968 0.2726
H 3.7354 0.4281 -0.1035
C -0.3936 1.0085 0.2063


Stability summary - winner: x; margin: 0.0188 hartree.


w | 18
Properties=species:S:1:pos:R:3 method="wB97M-V/def2-TZVPD" molar_mass_g_mol=194.17 lumo_energy_ev=0.09 charge=0
N -0.5833 -1.7313 0.8563
H -1.4511 0.5126 -2.6515
O 2.0124 -1.4384 1.1056
C -1.1736 0.7995 0.6717
C -1.6869 1.2951 -0.6332
O -0.6051 -2.6565 0.1036
N 2.2143 0.1484 -0.7992
H -0.3947 1.4031 1.1949
O -0.4290 -0.5145 -1.2659
H 3.0006 0.8470 -0.6027
C -1.2746 0.5173 -1.6307
S 1.5298 -0.2188 0.5826
O 1.5129 0.9837 1.3328
H -2.3615 2.1445 -0.6443
C -0.3530 -0.4149 0.1130
H -1.9143 0.6066 1.5147
O -0.6509 -1.7161 2.0548
H 2.6080 -0.5675 -1.3024


x | 18
Properties=species:S:1:pos:R:3 method="wB97M-V/def2-TZVPD" molar_mass_g_mol=194.17 lumo_energy_ev=-0.42 charge=0
O -1.1234 -0.4070 1.0303
H 3.3649 1.4607 -0.8121
C -1.8581 0.4857 0.3361
O 3.6378 -1.0240 1.0970
C -2.0136 -1.4154 -0.7595
C -1.1901 -1.5710 0.3714
H -0.6096 -2.3604 0.8424
H -3.1753 0.2604 -1.4973
H 4.3049 -0.2747 1.0434
H 1.8308 1.4494 -0.0865
N -1.7380 1.9127 0.5341
O -0.8399 2.3441 1.2269
O 1.4450 -1.2848 -0.4571
H -2.5182 -2.1162 -1.2913
N 2.6845 0.8730 -0.2531
O -2.5286 2.5992 -0.1126
S 2.7995 -0.8169 -0.4649
C -2.4724 -0.1148 -0.7473


Stability summary - winner: w; margin: 0.0135 hartree.


w | 15
Properties=species:S:1:pos:R:3 method="wB97M-V/def2-TZVPD" molar_mass_g_mol=104.11 lumo_energy_ev="0.10 / 0.10" charge=0
C 0.7417 -1.2061 1.5116
O -1.3777 1.4284 -0.4903
O -0.3587 1.4870 -3.0280
H -1.6407 1.5961 -1.4164
N 0.0577 -0.4243 -1.0043
C -0.4605 -0.5762 0.8674
H -1.2553 -1.2546 0.5853
H 1.5638 -0.4937 1.6147
H 0.6389 1.4363 0.0670
N 0.4932 1.1640 -2.2705
H -0.8943 0.2171 1.4759
H 0.4706 -1.5305 2.5224
C -0.1205 0.8899 -0.4805
H 1.0960 -2.0769 0.9600
H 1.0459 -0.6563 -0.9143


x | 15
Properties=species:S:1:pos:R:3 method="wB97M-V/def2-TZVPD" molar_mass_g_mol=104.11 lumo_energy_ev=0.34 charge=0
N 0.9248 0.9435 -1.3531
C 0.1162 1.6882 0.6268
H 0.1991 -2.6375 1.7735
H 0.1062 2.8973 -1.3180
C 1.1417 -0.0464 -0.4489
C 0.3276 2.0108 -0.7100
O -2.2109 -1.3084 -0.4518
H 0.4458 -0.2712 1.5646
N 0.6666 0.3579 0.8291
H -1.3468 -1.3445 -1.0770
O -0.1096 -2.2241 0.9152
H -1.0006 -2.1230 1.2758
H -2.0694 -0.3946 -0.0559
H -0.1361 2.1637 1.5448
H 1.7133 -1.0544 -0.5543


Stability summary - winner: x; margin: 0.2017 hartree.


w | 15
Properties=species:S:1:pos:R:3 method="wB97M-V/def2-TZVPD" molar_mass_g_mol=104.11 lumo_energy_ev=0.71 charge=0
O -0.9414 -0.1864 -1.4134
H 0.9155 -0.3818 2.3777
N -2.2031 1.2416 -2.0445
N 0.4833 -0.2461 0.3489
H 2.2200 -1.2897 -0.1686
C 1.1458 -1.4566 -0.0870
H 0.9614 -2.2655 0.6235
H -0.9317 1.2185 0.0168
C 0.9601 0.3508 1.5694
H 0.7412 -1.7313 -1.0578
H -3.0090 0.5667 -1.9895
H 1.9948 0.6808 1.4513
C -0.4935 0.2704 -0.3737
H 0.3474 1.2098 1.8336
O -2.1907 2.0187 -1.0867


x | 15
Properties=species:S:1:pos:R:3 method="wB97M-V/def2-TZVPD" molar_mass_g_mol=104.11 lumo_energy_ev=0.40 charge=0
H 1.1946 -1.6611 -0.1917
H -1.3636 1.5898 0.4331
N 0.1344 0.0045 -0.9224
H -0.5579 -2.1746 -1.9180
N -0.6529 -2.2851 -0.9132
C 0.1478 -1.3064 -0.2342
H -1.6205 -2.0833 -0.6729
O -0.0933 1.4528 2.0079
H -0.1202 -0.3709 1.4715
H -0.4440 3.1419 0.9663
O -0.4172 -1.1871 1.0321
C 1.1755 0.7090 -0.7780
H 2.0409 0.4005 -0.1732
H 1.2294 1.7011 -1.2344
C -0.6531 2.0690 1.1271


Stability summary - winner: x; margin: 0.0554 hartree.


w | 15
Properties=species:S:1:pos:R:3 method="wB97M-V/def2-TZVPD" molar_mass_g_mol=104.11 lumo_energy_ev=0.62 charge=0
C -1.2435 -0.7736 -0.2187
H -0.0524 -0.1037 1.8765
C 0.4722 0.4746 1.1128
C -0.3112 0.4395 -0.1981
H -1.1729 -2.6625 -0.7677
H 1.4707 0.0289 0.9981
N -0.6034 -2.0072 -0.2502
H -0.9405 1.3256 -0.1734
N 0.5982 0.3711 -1.3530
O 0.6618 1.8200 1.5750
H 0.3597 -1.9735 -0.5629
H 1.4473 0.8646 -1.1093
H 1.5896 2.0394 1.4302
H 0.1706 0.8379 -2.1434
O -2.4461 -0.6811 -0.2160


x | 15
Properties=species:S:1:pos:R:3 method="wB97M-V/def2-TZVPD" molar_mass_g_mol=104.11 lumo_energy_ev=-2.71 charge=0
C -0.6399 0.6862 0.2895
H -1.9103 -0.8408 1.4903
C -2.4671 -0.3348 0.4160
C -0.8328 -0.4291 -0.6744
H 0.3737 0.7632 0.6936
H 3.7366 -1.5186 -0.1568
O 2.9805 -1.0910 0.2424
H 2.4724 1.5786 -1.0952
O 1.9859 0.8959 -0.6338
N -1.7594 0.3742 1.2568
H -3.5598 -0.2903 0.5130
H 0.1672 -0.7495 -1.0030
N -2.0994 -0.5344 -0.9629
H 2.5003 -0.1312 -0.1808
H -0.9481 1.6214 -0.1946


y | 15
Properties=species:S:1:pos:R:3 method="wB97M-V/def2-TZVPD" molar_mass_g_mol=104.11 lumo_energy_ev=0.79 charge=0
O -1.2624 -1.4990 0.5541
O -1.8032 0.7009 0.6768
H 1.7192 -1.4613 -0.0531
N -0.5051 0.3196 -1.4544
C 0.6621 0.1416 0.6787
C 0.8541 0.9108 -0.5646
H -1.3231 0.9164 -1.5812
H 1.7097 0.6490 -1.1851
H 0.6263 0.7506 1.5808
H 0.6452 1.9738 -0.4706
H -0.3468 -0.5761 -1.9083
N 1.5086 -1.0321 0.8437
C -0.9479 -0.3310 0.3385
H 0.9695 -1.7388 1.3470
H -2.5062 0.2757 1.1979


Stability summary - winner: w; margin: 0.0710 hartree.


w | 15
Properties=species:S:1:pos:R:3 method="wB97M-V/def2-TZVPD" molar_mass_g_mol=104.11 lumo_energy_ev=0.56 charge=0
H 0.2485 -0.7289 1.1910
H -2.2266 0.5717 0.4419
H 0.4394 1.5786 -0.3674
O -0.5748 -1.7241 -1.4366
H -1.3232 1.4084 1.6195
O 0.4757 -0.6264 -3.1941
H -1.9070 -0.2675 1.9977
H 2.1294 0.7268 1.0098
C -1.5039 0.4024 1.1435
H 2.6732 0.2023 -0.6129
H -0.7333 -0.9513 -0.0705
N 1.9945 0.1236 0.2194
C 0.0078 -0.9469 -2.1629
N -0.3391 -0.2262 0.5443
C 0.6394 0.4574 -0.3224


x | 15
Properties=species:S:1:pos:R:3 method="wB97M-V/def2-TZVPD" molar_mass_g_mol=104.11 lumo_energy_ev=-3.11 charge=0
O -0.7664 -1.8982 1.5358
H -0.4754 1.1674 1.3465
C -0.1240 -0.4834 -1.3863
H 0.5513 -1.0399 0.4924
O -0.3026 0.9000 2.2631
H -0.7782 -2.5655 2.2294
H -1.0582 0.3621 2.5180
C 1.1485 0.7758 -0.3810
N 0.1390 1.7164 -0.3761
H 2.1514 1.0818 -0.6911
H -0.9992 -0.9642 -0.9331
H 0.1113 -0.9904 -2.3318
N 1.0039 -0.6566 -0.3540
H -0.4565 1.5587 -2.4106
C -0.1449 1.0359 -1.5212


y | 15
Properties=species:S:1:pos:R:3 method="wB97M-V/def2-TZVPD" molar_mass_g_mol=104.11 lumo_energy_ev="-0.34 / -0.45" charge=0
C 1.5006 0.6099 0.5139
H -4.0511 1.1902 0.5902
H 2.4062 1.2962 0.2972
H 2.6641 -1.1448 1.3475
C -3.5484 0.4589 0.0494
H 2.8980 -0.8031 -0.2886
H -4.3216 -0.3326 -0.0287
N -1.7108 -0.9672 0.6680
O -2.1302 -1.8187 -0.0432
N 0.4647 0.7870 -0.2123
O -2.3784 0.2066 0.7656
H 1.3890 -1.6502 0.1359
H 1.1954 0.8774 1.6117
C 2.1122 -0.8400 0.5137
H -3.5802 1.0194 -0.9520


Stability summary - winner: w; margin: 0.1916 hartree.


w | 15
Properties=species:S:1:pos:R:3 method="wB97M-V/def2-TZVPD" molar_mass_g_mol=104.11 lumo_energy_ev=0.67 charge=0
H -0.6818 1.4468 2.3343
C 0.4317 0.2846 -1.2662
H 1.0801 0.9521 -1.8459
H -0.4656 0.0731 -1.8507
H 0.7496 1.2099 0.5778
N -0.0014 0.9669 -0.0553
N -1.1702 0.6589 1.9318
H 1.3710 -1.5711 -1.8534
H 0.2511 -1.4137 0.7292
O 0.4467 -1.8755 -0.0973
C 1.1784 -1.0113 -0.9332
H 2.1579 -0.7643 -0.4865
C -1.1694 0.5258 0.5465
O -2.0913 0.0153 -0.0573
H -2.0868 0.5025 2.3263


x | 15
Properties=species:S:1:pos:R:3 method="wB97M-V/def2-TZVPD" molar_mass_g_mol=104.11 lumo_energy_ev=0.65 charge=0
H -1.6621 -0.1746 -0.6939
H 2.8276 -0.1537 -0.8353
N 0.3864 -0.6141 -0.4366
H -1.2566 -1.8260 -0.1847
H 0.8388 -1.3976 -0.8802
O -1.4735 1.0015 1.6000
O 0.3425 1.6675 -0.3789
C -1.0106 -0.7694 -0.0411
H -0.8629 1.4667 1.0005
C -1.2767 -0.3734 1.4133
H 2.6724 1.5228 -1.0159
N 2.2328 0.6175 -1.1027
C 0.9396 0.6207 -0.6150
H -0.4461 -0.7635 2.0276
H -2.1937 -0.8710 1.7509


y | 15
Properties=species:S:1:pos:R:3 method="wB97M-V/def2-TZVPD" molar_mass_g_mol=104.11 lumo_energy_ev=0.58 charge=0
C -1.5513 0.3271 0.3995
N 1.0963 -0.6485 -1.5661
H 1.9177 -1.2365 -1.3568
H -0.5411 1.0781 2.0538
H 2.2889 0.9318 -0.7366
H -2.2566 -1.4930 0.1589
C 1.2443 0.5504 -0.6369
H 0.3217 -1.3761 -1.2155
N -0.3983 0.3760 1.3230
H -1.3498 1.0349 -0.4638
H -2.4931 0.4749 0.8311
C 0.9280 0.1195 0.8397
O 1.8053 -0.4771 1.4941
H 0.5206 1.2782 -0.9652
O -1.5327 -0.9397 -0.1591


Stability summary - winner: x; margin: 0.0092 hartree.


w | 13
Properties=species:S:1:pos:R:3 method="wB97M-V/def2-TZVPD" molar_mass_g_mol=96.11 lumo_energy_ev=-6.19 charge=+1
C 1.3326 1.5626 -0.2187
C -0.6540 -1.8224 -0.9343
N -0.3652 -0.1050 0.3212
N 0.0909 -0.8034 -0.7074
H 2.2432 1.1876 0.1049
H -2.1497 -0.7531 1.6714
H -0.1235 1.6335 1.4008
C 0.2006 1.1271 0.5189
C -1.6887 -1.1691 0.8564
H -0.3795 -2.5431 -1.5818
H 1.7516 2.5378 -0.1618
H 1.3908 1.2307 -1.3475
N -1.6491 -2.0832 0.0779


x | 13
Properties=species:S:1:pos:R:3 method="wB97M-V/def2-TZVPD" molar_mass_g_mol=96.11 lumo_energy_ev=-4.97 charge=+1
C -0.4478 1.7547 -0.0814
N -1.4352 0.9690 0.0754
C 1.9626 -0.7106 -0.0212
N 0.7841 1.2777 0.0688
H -0.7545 2.8416 -0.2373
C -1.4060 -0.2932 0.1239
H -1.5565 -2.3475 -0.2969
H 1.6757 1.7309 0.1921
H 2.1118 -1.7962 0.1106
H 2.9801 -0.3336 -0.3037
N 0.8921 -0.0537 0.2009
H -2.9031 -1.5926 0.2033
C -1.9034 -1.4463 -0.0344


y | 13
Properties=species:S:1:pos:R:3 method="wB97M-V/def2-TZVPD" molar_mass_g_mol=96.11 lumo_energy_ev="-6.11 / -6.10" charge=+1
C 1.6874 0.2051 -0.9097
H -1.2302 1.4303 -1.4628
N 0.5008 -1.2883 1.5422
H 2.2939 1.0579 -1.1980
H -1.1652 -1.0517 -0.9214
H -0.7741 1.8387 0.2532
C -0.6078 -0.8574 1.1712
N 1.6884 -1.3493 1.5705
H -1.4764 -0.9031 1.8147
C -0.7392 1.1171 -0.5519
H 2.1906 -2.2165 1.3857
N 0.4619 0.3465 -0.7128
C -0.6911 -0.3546 -0.2350


z | 13
Properties=species:S:1:pos:R:3 method="wB97M-V/def2-TZVPD" molar_mass_g_mol=96.11 lumo_energy_ev="-7.43 / -7.45" charge=+1
H 0.0978 0.4629 2.4675
H 1.4973 1.2773 1.8041
H -0.9112 -0.6772 -3.2255
C -0.5847 -0.4964 -2.2206
N 0.7811 0.5425 -0.7820
C 0.4910 0.9325 1.5688
H -1.3138 -1.3104 0.8830
C -0.8698 -0.8019 0.0439
H 1.1773 -0.9246 0.7054
N 0.4800 0.1553 -1.8792
C 0.5432 -0.0607 0.4406
N -1.2733 -0.8960 -1.1150
H -0.1150 1.7966 1.3088


Stability summary - winner: w; margin: 0.0193 hartree.